78
Properties=species:S:1:pos:R:3 method="wB97M-V/def2-TZVPD" smiles="CC[C@@H](C)[C@@H]1COC(=O)[C@@H]1S(=O)(=O)C(F)(F)C(F)(F)F.CCOCC.CCOCC.CCOCC" orbital_gap_ha=0.361 homo_energy_ev=-9.42 lumo_ha=0.014
C 2.4523 0.5510 1.0970
C 1.8650 0.7604 -0.2997
C 2.4237 2.0319 -0.9787
C 3.3095 1.6421 -2.1919
C 1.3664 3.0691 -1.4525
C 2.0926 4.3629 -1.9712
O 1.9607 5.3819 -0.9497
C 1.3061 4.8733 0.1208
O 1.4418 5.2500 1.2250
C 0.4242 3.7642 -0.4457
S -0.6698 3.0302 0.7582
O -1.3740 4.1031 1.3825
O -0.0699 1.9655 1.4958
C -1.9886 2.2682 -0.3726
F -3.1288 2.3544 0.3064
F -2.0797 3.0245 -1.4876
C -1.8082 0.7989 -0.8327
F -1.4936 -0.0045 0.1671
F -0.8344 0.7515 -1.7469
F -2.9312 0.3638 -1.3900
H 3.5359 0.3881 1.0390
H 1.9996 -0.3043 1.6099
H 2.2890 1.4436 1.7117
H 2.1130 -0.1071 -0.9273
H 0.7781 0.7897 -0.2364
H 3.0680 2.5390 -0.2408
H 4.1064 2.3605 -2.4052
H 3.7980 0.6828 -1.9975
H 2.7064 1.5388 -3.1051
H 0.7891 2.6300 -2.2722
H 1.6984 4.7580 -2.9126
H 3.1602 4.1895 -2.0752
H -0.2965 4.3209 -1.0614
C 1.7868 3.7361 4.9971
C 2.1008 2.2829 4.6884
O 3.4744 1.9441 4.7943
C 4.0625 2.1300 6.0684
C 3.4222 1.3121 7.1773
H 2.3632 4.3984 4.3498
H 0.7271 3.9249 4.8215
H 2.0032 3.9950 6.0349
H 1.8438 2.0730 3.6518
H 1.4892 1.6172 5.3087
H 4.0728 3.1922 6.3396
H 5.1014 1.8245 5.9384
H 2.3870 1.6041 7.3576
H 3.9730 1.4593 8.1073
H 3.4392 0.2499 6.9289
C -1.4838 -3.0325 -3.1995
C -0.2905 -2.0964 -3.1396
O 0.9091 -2.6294 -3.6714
C 0.8721 -2.9944 -5.0400
C 0.5614 -1.8448 -5.9834
H -1.2677 -3.9677 -2.6810
H -2.3389 -2.5566 -2.7172
H -1.7767 -3.2731 -4.2222
H -0.0519 -1.8750 -2.0981
H -0.5344 -1.1410 -3.6192
H 0.1683 -3.8188 -5.2022
H 1.8699 -3.3821 -5.2464
H -0.4404 -1.4427 -5.8273
H 0.6191 -2.1916 -7.0159
H 1.2804 -1.0348 -5.8502
C -3.9020 -3.3143 -0.0111
C -5.0852 -3.8869 -0.7718
O -4.8758 -5.1970 -1.2680
C -4.6055 -6.1947 -0.2986
C -5.7119 -6.3872 0.7240
H -3.0074 -3.3294 -0.6345
H -4.1105 -2.2828 0.2772
H -3.6858 -3.8727 0.9005
H -5.2783 -3.2863 -1.6616
H -5.9908 -3.8433 -0.1555
H -3.6527 -5.9965 0.2061
H -4.4745 -7.1090 -0.8779
H -5.8592 -5.5016 1.3435
H -5.4575 -7.2142 1.3880
H -6.6558 -6.6186 0.2287